[1]
The following is a quantum chemistry calculation of C3H9ClNOP in the gas phase at a distorted geometry, from OMol25.

Properties
Gap between HOMO and LUMO   9.59 eV
Charge   0
LUMO   0.7 eV

XYZ file:
```
16
Properties=species:S:1:pos:R:3:forces:R:3:mulliken_charge:R:1
C -0.8840 1.8586 -0.0675 2.398 1.977 -2.501 -1.3176
C 0.0115 0.6505 -0.3363 -0.232 -0.819 -0.830 0.6077
C -0.7548 -0.2101 -1.3178 -1.186 1.216 -0.779 -1.3472
N 0.4509 -0.0927 0.8334 1.054 -4.316 2.210 -0.6565
P 1.1495 -2.0685 0.4423 -0.160 2.967 0.763 0.4762
O 2.4498 -1.9533 1.4430 0.262 2.001 -0.839 -0.4604
Cl 0.0399 -3.1407 1.7695 -0.545 -0.145 0.110 -0.2165
H -1.0268 2.5906 -0.9707 0.457 -1.801 0.954 0.3066
H -1.8475 1.5529 0.1495 -1.836 -0.438 1.225 0.3928
H -0.3649 2.5259 0.5802 -0.217 0.342 1.372 0.3743
H 0.9726 0.9052 -0.8059 -0.342 0.520 -0.004 0.1423
H -0.6920 0.2897 -2.3217 -0.852 -0.135 0.823 0.3179
H -1.7971 -0.3170 -0.8843 0.989 -0.149 -1.065 0.2752
H -0.3167 -1.1459 -1.5388 0.408 -1.230 0.253 0.4732
H -0.1448 -0.4523 1.6587 0.262 1.634 -2.054 0.2841
H 2.7545 -0.9930 1.3665 -0.458 -1.624 0.360 0.3479
```
Positions in Å, forces in eV/Å.


[2]
The following is a quantum chemistry calculation of a molecular structure, C49H26BrF14FeIN3O3P at a distorted geometry, from OMol25.

Properties
Gap between HOMO and LUMO (spin up / spin down)   6.27 / 3.00 eV
2S+1   6
Charge   +1
LUMO (spin up / spin down)   -3.2 / -6.5 eV

XYZ file:
```
99
Properties=species:S:1:pos:R:3:forces:R:3:mulliken_spin:R:1
Fe 0.2586 1.1558 0.2505 -0.643 1.070 1.736 3.7117
O 0.0376 7.0690 4.3937 -0.176 0.513 0.178 0.0002
C -0.8634 6.8889 3.5830 0.272 -1.953 -0.965 -0.0009
O -1.8585 7.4434 3.1330 0.038 0.475 0.313 0.0001
C -0.6606 5.3852 2.8331 -0.215 1.641 0.768 -0.0005
C -1.5571 4.9710 1.8690 0.098 -0.706 -0.329 -0.0032
C -1.3488 3.7318 1.2695 -0.154 0.578 0.261 0.0315
N -0.3137 2.9628 1.5952 0.365 -0.877 -0.791 0.0037
C 0.5463 3.3576 2.5324 -0.011 0.604 0.332 0.0306
C 0.4005 4.5778 3.1879 0.099 -0.768 -0.364 0.0023
C 1.6235 2.3970 2.8346 -0.015 -0.144 -0.029 0.0323
C 2.6876 2.6773 3.6847 0.063 -0.038 0.047 0.0027
C 3.6528 1.7091 3.9026 -0.073 0.094 -0.034 -0.0011
C 3.5341 0.4807 3.2689 -0.022 -0.070 -0.038 0.0090
C 2.4442 0.2818 2.4420 0.078 -0.037 0.142 0.0041
N 1.5101 1.2074 2.2312 0.106 -0.366 -0.567 -0.0094
C -2.2864 3.1254 0.3067 -0.009 -0.173 -0.064 0.0224
C -3.3341 3.8260 -0.2788 -0.065 0.027 -0.058 -0.0016
C -4.2228 3.1550 -1.1011 0.099 0.032 0.054 0.0025
C -4.0471 1.7947 -1.3108 0.011 0.034 0.061 0.0012
C -2.9573 1.1817 -0.7210 -0.177 -0.130 -0.002 0.0138
N -2.0843 1.8225 0.0582 0.347 -0.307 -0.241 0.0157
H -2.4021 5.6002 1.6243 0.043 0.126 0.113 0.0004
H 1.0766 4.9001 3.9678 -0.081 0.174 0.022 0.0000
H 2.7691 3.6426 4.1614 -0.039 0.015 -0.006 0.0008
H 4.4891 1.9166 4.5565 0.000 -0.013 0.007 -0.0001
H 4.2674 -0.3010 3.4099 -0.021 -0.012 0.004 0.0004
H 2.3001 -0.6598 1.9262 0.084 0.123 0.007 -0.0033
H -3.4506 4.8848 -0.1009 0.014 -0.006 0.060 0.0004
H -5.0423 3.6889 -1.5632 -0.014 -0.008 0.003 0.0001
H -4.7365 1.2225 -1.9171 0.018 -0.046 0.017 -0.0001
H -2.7712 0.1278 -0.8729 -0.111 0.196 -0.008 0.0094
F 6.3630 1.0777 -3.0878 0.381 -0.133 -0.224 0.0412
C 5.3269 1.3866 -2.3738 -0.227 0.164 0.181 0.2574
C 4.3957 0.3936 -2.0300 -0.321 0.129 0.246 -0.0234
F 4.5732 -0.8511 -2.4094 0.127 -0.234 -0.165 -0.0026
C 3.3078 0.7547 -1.2990 -0.035 -0.222 -0.129 0.0899
F 2.3969 -0.1475 -0.9704 -0.238 -0.353 0.082 0.0373
C 3.0449 2.0897 -0.8562 -0.142 0.095 0.192 0.1328
O 2.0162 2.3844 -0.2005 0.022 -0.267 -0.420 0.3507
C 4.0354 3.0585 -1.2202 0.382 0.023 -0.179 0.1509
F 3.8695 4.2955 -0.8504 -0.121 0.368 0.166 0.0235
C 5.1406 2.7089 -1.9539 -0.188 0.099 0.143 -0.0265
F 6.0393 3.6133 -2.2705 0.185 0.131 -0.122 -0.0060
Br 1.9668 0.3599 -4.9320 -0.083 -0.070 -0.028 0.0008
C 0.0848 0.3389 -5.1485 0.058 0.052 0.200 0.0011
C -0.4441 -0.3604 -6.2235 0.096 -0.037 -0.026 -0.0008
C -1.8147 -0.3965 -6.4223 -0.048 0.009 0.020 0.0019
C -2.6636 0.2637 -5.5468 -0.027 0.034 -0.085 -0.0009
C -2.1411 0.9559 -4.4661 -0.010 0.188 0.083 -0.0004
C -0.7696 0.9948 -4.2678 0.242 0.112 0.330 0.0038
I -0.0299 2.1217 -2.6259 -0.126 -0.172 -0.583 0.0212
H 0.2265 -0.8684 -6.9027 -0.016 0.001 -0.009 0.0000
H -2.2164 -0.9402 -7.2663 0.003 0.006 -0.006 0.0001
H -3.7340 0.2486 -5.7040 -0.001 -0.020 0.008 0.0000
H -2.7947 1.4751 -3.7766 0.003 -0.011 -0.042 0.0004
F 5.5742 -4.6297 -0.5970 -0.071 -0.037 -0.080 0.0000
C 4.4717 -4.9898 -1.2753 0.033 -0.176 0.024 -0.0001
F 4.3053 -6.3126 -1.1007 0.035 0.132 -0.033 0.0001
F 4.7096 -4.7832 -2.5808 -0.004 -0.018 0.087 0.0000
C 3.2648 -4.2190 -0.8103 -0.006 0.039 0.006 0.0019
C 3.2292 -3.7026 0.4767 0.025 0.002 -0.028 0.0002
C 2.1416 -2.9493 0.8819 -0.040 -0.055 -0.017 0.0114
C 1.0814 -2.6997 0.0077 0.197 0.203 0.044 0.0001
C 1.1059 -3.2780 -1.2588 -0.082 0.005 0.036 0.0020
C 2.1876 -4.0439 -1.6641 0.072 0.014 0.025 -0.0011
P -0.1766 -1.4561 0.4952 -0.364 -0.333 -0.111 0.0616
C -0.6052 -1.9047 2.2076 0.133 0.423 -0.025 -0.0379
C -1.0010 -0.8610 3.0444 0.016 -0.029 -0.139 0.0243
C -1.2949 -1.1025 4.3758 -0.036 -0.069 0.059 0.0057
C -1.1811 -2.3930 4.8719 0.028 0.105 -0.065 0.0009
C -0.8105 -3.4442 4.0431 -0.024 -0.007 0.029 -0.0006
C -0.5223 -3.2008 2.7113 -0.030 -0.082 -0.079 -0.0055
C -1.4717 -2.6620 6.3264 -0.046 0.012 0.116 0.0000
F -0.6426 -3.5931 6.8235 -0.053 0.046 -0.019 0.0000
F -1.3351 -1.5527 7.0684 -0.020 -0.125 -0.044 0.0000
F -2.7273 -3.1105 6.4942 0.079 0.021 -0.013 0.0000
C -1.6373 -1.9348 -0.4938 0.168 0.157 -0.149 -0.0196
C -1.6189 -1.5849 -1.8472 0.097 -0.212 0.004 0.0090
C -2.7181 -1.8227 -2.6509 0.016 -0.056 0.001 0.0024
C -3.8607 -2.3778 -2.0903 0.036 0.024 0.002 0.0012
C -3.8908 -2.7394 -0.7522 -0.033 -0.006 -0.044 -0.0003
C -2.7758 -2.5218 0.0454 0.092 0.002 0.064 -0.0009
C -5.1046 -2.4832 -2.9309 -0.071 0.065 -0.025 -0.0001
F -4.8182 -2.6445 -4.2327 -0.018 -0.003 0.074 0.0000
F -5.8953 -3.4893 -2.5518 0.026 0.039 -0.011 0.0000
F -5.8232 -1.3399 -2.8258 0.031 -0.110 -0.043 0.0001
H 4.0560 -3.8795 1.1512 -0.015 0.010 0.016 0.0000
H 2.1141 -2.5732 1.8965 0.010 -0.051 -0.015 0.0006
H 0.2803 -3.1450 -1.9417 -0.007 0.009 -0.023 0.0010
H 2.1989 -4.4910 -2.6492 0.007 0.040 -0.012 -0.0001
H -1.0662 0.1473 2.6491 -0.008 0.025 0.088 0.0084
H -1.5935 -0.2961 5.0313 0.019 0.021 -0.022 0.0001
H -0.7367 -4.4466 4.4434 0.014 0.003 -0.008 0.0001
H -0.2274 -4.0220 2.0699 0.023 0.006 0.004 -0.0003
H -0.7403 -1.1095 -2.2733 -0.040 0.030 -0.008 0.0079
H -2.6986 -1.5565 -3.6985 0.007 -0.037 0.049 0.0000
H -4.7811 -3.1895 -0.3340 -0.005 0.032 0.019 -0.0001
H -2.8059 -2.7937 1.0922 -0.020 0.001 0.006 0.0000
```
Positions in Å, forces in eV/Å.


[3]
The following is a quantum chemistry calculation of a molecular structure, C36H49IrN4O5S2SiTe, from OMol25.

Properties
Gap between HOMO and LUMO (spin up / spin down)   7.64 / 6.63 eV
2S+1   2
Charge   +1
LUMO (spin up / spin down)   -2.1 / -3.9 eV

XYZ file:
```
99
Properties=species:S:1:pos:R:3:forces:R:3:mulliken_spin:R:1
Ir -0.1940 -0.1618 0.1394 -0.344 -0.207 0.043 0.0742
C -0.2972 -1.1696 2.8791 -0.066 0.041 -0.073 0.0015
C -0.6968 0.2857 3.0270 0.034 -0.027 0.005 0.0006
N -0.3312 1.0595 1.8011 -0.019 0.127 0.159 -0.0108
C -1.2841 2.1656 1.5587 0.089 0.009 -0.033 -0.0023
C -2.6375 1.6393 1.0798 -0.037 0.014 -0.042 -0.0005
S -2.5008 0.1503 0.0030 0.347 -0.002 0.101 0.0050
C -3.0266 -1.1673 1.1818 -0.058 -0.056 -0.024 -0.0005
C -1.9554 -2.2362 1.3046 0.086 0.080 -0.027 -0.0010
N -0.6095 -1.6662 1.5163 -0.312 0.378 0.602 -0.0042
H -0.7920 -1.7850 3.6340 -0.011 0.014 0.018 0.0002
H 0.7776 -1.2738 3.0067 -0.011 -0.007 0.008 -0.0025
H -0.2063 0.7281 3.8949 -0.011 0.005 0.009 0.0002
H -1.7700 0.3898 3.1767 -0.009 -0.005 -0.002 0.0004
H 0.6222 1.4097 1.9171 0.012 0.069 -0.032 0.0019
H -0.8432 2.8070 0.7988 0.014 0.018 0.003 0.0007
H -1.4144 2.7660 2.4632 -0.037 -0.028 0.012 -0.0003
H -3.1405 2.4052 0.4912 0.004 -0.004 -0.015 0.0009
H -3.3042 1.3802 1.9003 -0.007 0.004 -0.012 0.0000
H -3.9453 -1.6032 0.7929 -0.005 0.014 -0.011 -0.0011
H -3.2621 -0.7051 2.1377 0.011 0.013 -0.002 0.0007
H -1.9008 -2.8065 0.3772 -0.017 -0.007 0.078 0.0002
H -2.2094 -2.9307 2.1098 -0.016 0.022 0.019 -0.0002
H 0.0709 -2.3940 1.2628 -0.068 0.030 -0.124 0.0008
C 5.7401 -1.6831 0.5774 -0.006 -0.038 0.018 -0.0001
C 4.4860 -1.0654 -0.0511 -0.083 -0.010 -0.059 -0.0011
C 3.8613 -2.0844 -1.0103 0.031 -0.045 -0.012 0.0010
C 4.9001 0.1858 -0.8366 0.056 0.003 0.000 0.0009
Si 3.2450 -0.5579 1.2875 -0.323 0.153 0.265 0.0212
O 1.7307 -0.2233 0.8153 0.198 -0.357 -0.622 -0.0937
C 3.8706 1.0403 2.0790 0.177 -0.046 0.027 0.0005
C 5.0087 1.0824 2.8927 -0.031 -0.006 0.040 -0.0012
C 5.4745 2.2727 3.4335 0.004 0.008 -0.005 -0.0001
C 4.8162 3.4647 3.1643 0.002 0.001 -0.002 0.0002
C 3.7039 3.4569 2.3362 0.011 -0.012 0.005 0.0067
C 3.2468 2.2585 1.8016 -0.039 0.028 -0.102 -0.0372
C 3.1296 -1.8925 2.6286 0.060 -0.015 0.013 -0.0006
C 3.3769 -1.6409 3.9813 -0.077 0.010 -0.003 0.0001
C 3.1999 -2.6232 4.9493 -0.013 0.001 0.018 -0.0002
C 2.7617 -3.8877 4.5877 -0.007 0.009 -0.005 0.0002
C 2.5024 -4.1632 3.2512 -0.014 0.013 -0.025 0.0000
C 2.6858 -3.1786 2.2899 0.051 0.008 -0.030 -0.0004
H 6.4207 -2.0172 -0.2128 0.009 0.019 0.001 -0.0001
H 5.5039 -2.5488 1.2003 0.010 0.005 -0.005 0.0000
H 6.2855 -0.9601 1.1876 -0.015 -0.005 0.020 0.0001
H 4.5349 -2.2571 -1.8579 -0.029 -0.017 0.007 0.0000
H 2.9066 -1.7344 -1.4030 -0.065 0.022 -0.032 -0.0016
H 3.6918 -3.0461 -0.5217 0.007 -0.022 0.012 0.0001
H 5.5446 -0.0945 -1.6772 -0.003 -0.006 0.003 0.0004
H 5.4557 0.8820 -0.2047 -0.012 -0.007 -0.016 0.0001
H 4.0394 0.7193 -1.2391 -0.055 0.045 -0.043 0.0013
H 5.5474 0.1687 3.1179 -0.008 -0.015 0.005 0.0001
H 6.3543 2.2705 4.0644 0.001 0.002 -0.001 0.0000
H 5.1775 4.3940 3.5852 0.002 -0.001 0.003 0.0002
H 3.2019 4.3862 2.0944 0.001 -0.003 0.001 0.0000
H 2.4193 2.2821 1.0975 -0.072 -0.036 0.028 0.0028
H 3.6976 -0.6568 4.2993 0.030 0.014 -0.016 0.0000
H 3.4068 -2.3979 5.9881 -0.005 -0.002 0.001 0.0000
H 2.6257 -4.6537 5.3405 0.004 -0.004 -0.005 0.0000
H 2.1630 -5.1486 2.9554 0.003 -0.001 0.005 0.0000
H 2.4687 -3.4176 1.2554 -0.017 0.000 0.024 0.0001
C -0.8002 4.3608 -3.1416 -0.063 0.014 -0.026 -0.0109
Te -1.6927 2.4569 -2.8327 -0.112 0.376 -0.065 0.5959
C -2.0158 2.1065 -4.9049 0.044 -0.023 0.072 0.0039
H -1.5702 5.1036 -3.3343 0.012 0.024 -0.013 0.0258
H -0.1215 4.2967 -3.9893 0.018 -0.011 0.014 0.0061
H -0.2446 4.6230 -2.2441 -0.019 -0.002 0.010 -0.0042
H -1.0555 2.0677 -5.4124 0.010 -0.007 0.003 0.0121
H -2.6253 2.9212 -5.2897 0.011 0.001 -0.024 0.0276
H -2.5324 1.1558 -4.9972 0.024 0.016 0.029 0.0009
O 5.5122 2.0869 -5.7293 -0.006 0.003 -0.013 0.0004
C 4.7450 1.0399 -5.3707 0.006 0.010 0.061 0.0009
O 4.9141 -0.0288 -5.8830 -0.007 -0.013 -0.032 0.0043
C 3.6953 1.2646 -4.3179 0.012 0.006 -0.030 0.0186
C 2.9436 0.1555 -3.9465 -0.003 -0.012 -0.003 -0.0082
C 1.9640 0.2522 -2.9766 0.023 0.023 -0.023 0.0029
C 1.7212 1.4710 -2.3557 0.001 0.048 0.081 0.0305
S 0.5048 1.7311 -1.1075 -0.013 0.140 0.096 0.3807
C 2.4664 2.5912 -2.7246 0.033 -0.024 0.016 -0.0190
C 3.4457 2.4851 -3.6971 -0.010 -0.011 -0.012 -0.0230
H 5.2874 2.8797 -5.2313 0.003 -0.004 0.007 -0.0001
H 3.1542 -0.7899 -4.4281 0.002 -0.002 -0.003 0.0002
H 1.4123 -0.6226 -2.6790 0.072 0.028 -0.006 -0.0124
H 2.2999 3.5372 -2.2251 -0.005 -0.004 0.000 -0.0041
H 4.0084 3.3797 -3.9382 0.000 0.001 -0.006 -0.0003
C 0.8389 -5.0693 -1.9942 -0.010 -0.017 0.012 0.0000
N 0.2757 -3.7503 -2.2703 0.103 0.107 0.036 -0.0002
C -0.2138 -3.4367 -3.5052 0.005 0.016 0.063 0.0012
C -0.7849 -2.2499 -3.7483 -0.043 0.035 0.073 -0.0018
C -0.8455 -1.2580 -2.6952 0.257 -0.088 -0.082 -0.0049
O -1.3254 -0.1393 -2.9004 -0.207 -0.445 0.076 0.0005
N -0.2879 -1.5896 -1.4715 0.199 0.253 0.208 0.0137
C 0.1889 -2.8504 -1.2214 -0.309 -0.092 -0.142 -0.0006
O 0.4936 -3.2307 -0.0906 0.578 -0.544 -0.540 -0.0003
H 1.1322 -5.5220 -2.9379 -0.008 0.000 0.004 0.0000
H 0.1117 -5.7071 -1.4924 0.006 0.015 0.013 0.0000
H 1.7094 -4.9632 -1.3543 0.020 0.000 -0.010 0.0000
H -0.1179 -4.2087 -4.2565 0.015 0.009 -0.002 0.0003
H -1.1786 -1.9890 -4.7170 0.004 -0.018 -0.014 0.0000
```
Positions in Å, forces in eV/Å.


[4]
The following is a quantum chemistry calculation of 2 unconnected molecules or ions with the total composition C3H9NO4P at a distorted geometry, from OMol25.

Properties
Gap between HOMO and LUMO   9.49 eV
Charge   -1
LUMO   3.8 eV

XYZ file:
```
18
Properties=species:S:1:pos:R:3:forces:R:3:mulliken_charge:R:1
C 1.6876 -1.3560 0.3260 2.871 0.557 0.795 -0.7553
C -1.0560 0.9062 0.8897 1.523 0.041 3.073 -0.3585
C 1.7866 -0.0338 -0.4247 -0.451 1.101 0.088 0.5564
N 2.5743 0.8988 -0.0176 0.381 -1.457 0.853 -0.7923
O -1.2763 -1.0462 -0.9126 0.491 1.131 1.265 -0.7356
O -3.1828 -0.8683 0.8574 0.286 0.397 0.085 -0.7496
O -2.9193 0.7469 -1.1130 0.957 1.237 0.813 -0.5372
O 0.9811 0.1338 -1.4616 -1.832 -0.564 -0.013 -0.5882
P -2.1760 -0.1727 0.0173 -1.264 -3.023 -1.250 0.8419
H 0.7332 -1.8161 0.5521 -0.351 0.607 -0.130 0.2993
H 2.3211 -1.0896 1.2431 -1.072 -0.997 -0.931 0.2835
H 2.2578 -2.1036 -0.2716 -0.294 0.370 0.367 0.2705
H -0.8278 0.4481 2.0019 -0.936 1.219 -2.660 0.2071
H -0.1432 0.6219 0.3619 0.016 1.106 0.428 -0.1891
H 2.5304 1.7683 -0.5238 -0.397 -0.056 -0.647 0.2492
H -1.1864 2.0385 0.9728 -0.017 -1.714 -0.254 0.3365
H -0.0163 -0.3194 -1.2259 1.007 -0.398 -0.738 0.3446
H -2.0883 1.2431 -1.2717 -0.917 0.445 -1.142 0.3168
```
Positions in Å, forces in eV/Å.